(1)
C25H36As2BrN2O8P2SiTa as an isolated structure. Source: the OMol25 dataset; level of theory: ωB97M-V/def2-TZVPD.

For the gap between HOMO and LUMO, the calculation gives 6.281 eV. As for the spin multiplicity: 1. For the relative energy (zero: lowest compared OMol25 entry of this formula, charge and spin), the calculation gives 325.7 kJ/mol. Its charge is +2. The value obtained for the highest occupied orbital energy is -13.1 eV.

Cartesian coordinates (Å):
H1 2.213 -3.309 0.488
H2 -2.393 -1.569 1.895
H3 5.494 -1.132 -0.999
O1 -1.689 0.385 -2.082
H4 3.804 -3.019 -2.872
H5 2.136 4.088 2.008
C1 -5.956 2.983 0.845
C2 -3.746 2.374 0.153
C3 -0.216 -2.867 -1.002
P1 0.305 2.623 -3.159
Si1 3.118 -1.540 -1.061
H6 -2.420 -5.397 -1.313
As1 -0.454 -0.056 1.459
H7 0.571 3.340 2.353
C4 -3.327 -0.976 -0.486
H8 -7.221 1.387 1.509
C5 2.840 -1.122 3.899
H9 4.687 0.125 -0.083
H10 3.045 -1.862 4.662
C6 -2.871 -3.323 -0.976
H11 0.787 4.318 0.871
C7 -1.308 1.405 2.407
H12 -2.772 2.644 -0.237
N1 -3.025 0.075 0.148
C8 -4.705 3.347 0.361
H13 4.307 1.462 2.290
C9 1.258 3.621 1.562
H14 -0.862 1.511 3.395
C10 -1.357 -1.586 2.210
P2 -1.128 0.225 -3.477
Br1 -7.256 4.310 1.148
H15 0.856 -1.831 3.582
O2 -2.090 -0.390 -4.503
C11 -5.293 0.680 0.885
H16 4.779 -0.212 4.030
C12 2.303 0.757 1.936
H17 1.383 0.714 -3.383
H18 4.721 0.183 -1.865
O3 -0.678 1.647 -4.028
O4 1.699 -0.558 -0.895
H19 -1.309 -1.464 3.292
H20 3.945 -3.433 0.202
C13 3.126 -2.728 0.362
H21 -2.100 -0.080 -5.423
As2 1.850 2.059 0.594
C14 -2.024 -4.400 -1.171
Ta1 0.262 0.570 -1.187
H22 3.042 -1.579 -3.527
N2 -1.015 -1.819 -0.809
O5 1.561 1.555 -2.878
O6 0.587 3.873 -3.808
H23 0.835 -2.657 -1.032
H24 -0.873 -2.513 1.914
H25 3.138 3.668 -0.768
C15 -6.251 1.656 1.116
H26 -1.220 2.329 1.845
C16 -2.349 -2.052 -0.780
H27 -5.512 -0.354 1.121
H28 2.047 -2.888 -2.884
H29 0.048 -4.965 -1.333
H30 -2.363 1.164 2.510
H31 4.221 2.908 0.409
C17 3.543 0.743 2.563
C18 3.813 -0.200 3.545
C19 4.625 -0.468 -0.995
C20 2.969 -2.327 -2.734
C21 1.312 -0.160 2.296
H32 -4.489 4.386 0.154
O7 0.183 -0.506 -3.170
H33 -4.343 -1.156 -0.846
H34 3.751 2.024 -1.067
C22 -4.041 1.035 0.396
C23 3.422 2.722 -0.307
O8 -0.245 2.525 -1.718
C24 1.595 -1.101 3.281
H35 -3.944 -3.460 -0.956
C25 -0.664 -4.167 -1.177
H36 3.330 -2.201 1.296



(2)
C25H36AsClEuIOP2 as an isolated structure. Source: the OMol25 dataset; level of theory: ωB97M-V/def2-TZVPD.

For the gap between HOMO and LUMO (spin up / spin down), the calculation gives 6.550 / 7.145 eV. Its expectation value of S² is 12.019. As for the spin multiplicity: 7. For the relative energy (zero: lowest compared OMol25 entry of this formula, charge and spin), the calculation gives 0.0 kJ/mol. Its charge is +2. The value obtained for the highest occupied orbital energy (spin up / spin down) is -14.5 / -14.5 eV.

Cartesian coordinates (Å):
C1 -0.420 0.245 3.763
C2 3.695 -0.750 -1.036
C3 -3.868 2.453 -2.858
H1 -3.511 -0.448 -2.122
H2 -2.587 2.563 3.652
H3 -2.178 3.778 1.598
Cl1 -2.942 1.484 1.076
H4 -1.570 2.332 5.121
H5 -2.238 3.949 -0.263
H6 2.077 2.179 3.339
H7 -0.594 -4.628 4.012
C4 5.395 0.374 0.269
H8 2.372 0.453 1.887
C5 5.011 -0.323 -0.879
C6 1.049 -3.774 2.899
C7 -1.602 2.748 4.101
H9 0.386 -0.381 3.351
H10 -1.686 -1.813 0.923
H11 -0.070 -3.534 -5.383
As1 0.938 -1.037 -0.237
H12 4.745 1.183 2.181
H13 -3.704 3.862 0.677
O1 -0.172 0.210 0.123
H14 1.244 -0.115 -3.073
C8 -0.127 -3.768 -3.237
C9 0.840 -1.134 -3.134
H15 -1.419 3.832 4.138
H16 -0.864 2.900 -3.998
H17 -3.709 3.538 -2.785
C10 -0.930 -2.396 1.460
C11 0.117 -3.061 -4.416
H18 -2.353 -3.412 2.704
C12 -1.400 1.952 -4.142
H19 -0.654 1.170 -4.342
C13 1.428 -2.910 1.866
H20 1.237 2.150 4.935
H21 -4.588 2.144 -2.088
H22 1.197 3.632 3.900
H23 -4.244 2.197 -3.859
P1 -0.313 1.946 3.051
C14 -0.306 -3.953 3.206
I1 1.607 3.021 -1.837
C15 -1.294 -3.269 2.485
C16 -2.697 3.485 0.677
H24 2.477 -2.746 1.607
C17 -2.801 -0.143 -2.904
C18 3.128 0.241 1.118
Eu1 -0.571 2.347 -0.157
C19 0.112 -3.165 -1.996
C20 0.427 -2.256 1.136
C21 0.573 -1.842 -1.955
H25 6.427 0.708 0.392
H26 -0.493 -4.792 -3.271
H27 0.811 -1.197 -5.285
H28 -2.114 2.025 -4.977
H29 -0.337 0.277 4.862
H30 -3.282 -0.213 -3.893
C22 1.201 2.532 3.903
C23 0.600 -1.752 -4.369
P2 -2.278 1.586 -2.568
C24 4.454 0.652 1.266
H31 1.825 -4.306 3.452
H32 3.385 -1.311 -1.916
C25 2.758 -0.460 -0.036
H33 -0.039 -3.715 -1.065
H34 5.743 -0.544 -1.653
H35 -1.386 -0.197 3.476
H36 -1.921 -0.802 -2.873



(3)
C25H36Cl17N2O3 as an isolated structure. Source: the OMol25 dataset; level of theory: ωB97M-V/def2-TZVPD.

For the gap between HOMO and LUMO, the calculation gives 5.786 eV. As for the spin multiplicity: 1. For the relative energy (zero: lowest compared OMol25 entry of this formula, charge and spin), the calculation gives 1767.6 kJ/mol. Its charge is +1. The value obtained for the highest occupied orbital energy is -10.4 eV.

Cartesian coordinates (Å):
N1 1.761 0.718 -0.801
C1 -2.254 -2.923 4.579
H1 1.008 0.991 -1.507
H2 1.923 -6.021 6.019
O1 2.602 -2.536 3.339
C2 -5.255 -5.454 0.951
C3 1.636 -1.621 3.237
Cl1 -1.268 8.289 -3.256
H3 4.942 2.590 4.613
C4 -8.337 -6.381 -2.015
Cl2 -0.143 4.137 -3.749
Cl3 -6.736 -7.058 -1.692
Cl4 -3.449 1.460 -4.891
Cl5 -1.767 6.190 0.092
H4 -8.452 -6.239 -3.093
H5 5.410 -2.840 -4.302
C5 0.874 -5.718 5.979
H6 4.017 0.939 4.710
H7 4.758 -0.994 3.057
Cl6 -0.094 -7.069 5.377
N2 2.989 0.654 -1.351
C6 0.052 -2.107 3.157
H8 4.637 -1.841 -0.806
H9 -2.161 8.454 -0.455
H10 5.564 -3.824 -2.692
Cl7 -3.005 8.251 1.741
C7 -0.177 8.676 -4.592
H11 3.562 2.250 3.308
H12 -9.097 -7.077 -1.652
Cl8 -1.479 4.952 -6.208
C8 -0.673 -2.483 4.595
H13 7.293 -2.002 -2.526
H14 6.452 -1.597 -0.302
C9 -1.848 7.921 0.446
O2 1.868 -0.142 3.176
C10 5.616 -1.215 -1.063
C11 1.296 0.482 0.565
C12 4.426 1.761 3.954
H15 6.012 -0.734 1.656
H16 0.136 0.566 0.801
H17 -0.114 -2.454 5.644
H18 -2.941 -2.722 0.672
C13 2.269 0.113 1.790
H19 -2.802 -3.179 5.582
C14 -2.340 -2.648 1.675
H20 4.131 -2.606 -2.818
H21 -5.811 1.441 -4.851
H22 6.211 -0.630 -3.294
Cl9 -0.741 1.052 -1.368
Cl10 -2.550 3.285 -0.879
C15 -1.525 4.994 -4.442
H23 -5.777 -5.539 -0.004
H24 -0.859 8.267 0.755
H25 -5.507 -6.306 1.587
C16 6.202 -1.548 -2.569
C17 5.626 1.120 2.998
C18 5.101 -0.239 2.200
C19 -0.729 -2.200 1.717
Cl11 -5.765 -3.965 1.757
C20 3.958 0.329 -0.313
H26 6.574 0.810 3.610
C21 5.242 -2.791 -3.145
H27 0.528 -5.451 6.981
Cl12 -5.259 3.693 -4.402
H28 -5.165 2.279 -6.292
Cl13 0.723 -4.308 4.923
H29 0.299 9.640 -4.395
Cl14 6.105 2.350 1.694
C22 3.799 0.063 1.247
H30 0.584 7.897 -4.667
Cl15 -8.546 -4.825 -1.203
Cl16 -1.056 8.772 -6.123
H31 -2.457 1.871 -2.768
H32 -4.186 -3.257 3.120
C23 -2.342 1.728 -1.691
C24 -5.050 2.136 -5.214
O3 5.368 0.233 -0.826
H33 -3.102 1.033 -1.328
H34 -2.447 4.519 -4.098
C25 -3.048 -2.973 3.128
H35 -1.500 6.035 -4.110
H36 -0.230 -1.969 0.661
Cl17 -3.512 -5.451 0.656



Number 1: maximum force 0.0623 hartree/bohr. Number 2: maximum force 0.0647 hartree/bohr. Number 3: maximum force 0.1787 hartree/bohr.